Entry 1:
Below is a structure of composition C5H7AgO4 at a distorted geometry, with properties calculated with wB97M-V/def2-TZVPD.

Structure (XYZ):
```
17
C5H7AgO4 (wB97M-V/def2-TZVPD)
H -1.66241 2.79614 -0.51546
Ag -0.31235 2.89827 2.27384
O -0.00186 3.42447 0.17494
O -0.17194 1.60885 -1.26140
C 0.47390 0.41520 -0.79164
C -0.37357 -0.03549 0.39454
O -0.81335 1.47611 0.89659
C -0.66482 2.31462 -0.21796
H 0.46658 -0.29975 -1.61847
H 1.49669 0.67017 -0.48162
H 0.22155 -0.34118 1.25958
H -1.36315 -0.40120 0.09825
H -0.68050 -2.97735 0.66618
O 2.39834 -3.28310 0.27604
C 0.02258 -2.63543 -0.09702
C 1.29395 -3.02468 0.07479
H -0.32961 -2.60564 -1.13119
```

Output
Energy relative to the best compared isomer or geometry (same formula, charge and spin) ... 0.0 kJ/mol
Net charge ... +2
Expectation value of S² ... 2.0178
Spin multiplicity ... 3
Electronic energy ... -641.71398 Eh

=====

Entry 2:
Below is the ion HNO6P with charge -1 at a distorted geometry, with properties calculated with wB97M-V/def2-TZVPD.

Structure (XYZ):
```
9
HNO6P (wB97M-V/def2-TZVPD)
N 1.24294 -0.93191 -0.17666
O 0.95362 -1.96366 0.42358
O 0.91330 1.63308 -0.66096
O 2.06603 -0.86511 -1.09126
O -1.04320 -0.10677 -1.18079
O -1.68591 0.85878 1.32117
O -0.30840 0.47290 1.27224
P 0.08691 0.44301 -0.41135
H -2.22529 0.45968 0.50404
```

Output
Net charge ... -1
Expectation value of S² ... 2.0076
Spin multiplicity ... 3
Electronic energy ... -848.02346 Eh

=====

Entry 3:
Below is the molecule C4H7NS at a distorted geometry, with properties calculated with wB97M-V/def2-TZVPD.

Structure (XYZ):
```
13
C4H7NS (wB97M-V/def2-TZVPD)
N -0.66609 0.27786 0.83631
S 0.66255 -0.96938 -0.82524
C -0.47640 -0.87096 1.41528
C 0.69114 -1.54432 0.90336
C -0.48955 1.47243 -1.47903
C 0.22733 0.68874 -0.31192
H -1.03331 -1.36484 2.19708
H 1.61053 -1.34210 1.44146
H 0.50827 -2.59866 1.01192
H 0.04111 1.24270 -2.40337
H -0.51478 2.56647 -1.26128
H -1.48270 1.07283 -1.68207
H 0.92190 1.36923 0.15751
```

Output
Energy relative to the best compared isomer or geometry (same formula, charge and spin) ... 150.0 kJ/mol
Net charge ... 0
Electronic energy ... -609.50137 Eh

=====

Entry 4:
Below is a structure of composition C18H25ClN2SW at a distorted geometry, with properties calculated with wB97M-V/def2-TZVPD.

Structure (XYZ):
```
48
C18H25ClN2SW (wB97M-V/def2-TZVPD)
C -5.97997 -1.48107 -2.27729
C -6.29813 -2.94218 -1.94591
C -7.03489 -0.57414 -1.63719
C -5.99643 -1.28639 -3.79623
Cl -4.32060 -1.04861 -1.62451
H -8.02036 -0.84508 -2.03907
H -6.84517 0.48116 -1.86659
H -7.05905 -0.69747 -0.54792
H -7.29269 -3.18499 -2.34387
H -6.30814 -3.11141 -0.86243
H -5.56778 -3.62237 -2.40018
H -6.99359 -1.54864 -4.17444
H -5.25805 -1.93061 -4.28838
H -5.78663 -0.24414 -4.06509
C 0.48554 -0.40476 2.32289
C -0.48178 0.64838 2.11416
C -1.67347 0.04605 1.52562
H -0.39722 1.66973 2.47669
C -1.43932 -1.37550 1.43974
C -0.12627 -1.64616 1.93528
H 0.31679 -2.63271 2.05915
H 1.46324 -0.26395 2.77762
H -2.61941 0.55385 1.36417
H -2.17866 -2.10700 1.12623
C 0.88181 0.89863 -1.88223
C 1.31282 1.74053 -0.79748
C 0.15027 2.34137 -0.22750
H 2.34347 1.97396 -0.52391
C -1.00458 1.84563 -0.92565
C -0.56247 0.93969 -1.94907
H -1.17746 0.41589 -2.67144
H 1.51965 0.44329 -2.63502
H 0.16684 3.13118 0.52727
H -2.03507 2.17050 -0.78091
W 0.06752 0.12051 -0.04098
C 4.70417 0.57686 0.64080
N 4.50275 0.05529 -0.70612
C 5.33683 0.27892 -1.79603
C 4.82956 -0.40513 -2.84527
N 3.66946 -1.03007 -2.39275
C 3.45477 -0.73713 -1.07836
S 2.19077 -1.36735 -0.11962
H 3.87668 1.23557 0.93893
H 4.77359 -0.24844 1.36382
H 5.64059 1.14479 0.64105
H 6.20604 0.90709 -1.70562
H 5.16691 -0.51482 -3.86221
H 3.03948 -1.63223 -2.92054
```

Output
Energy relative to the best compared isomer or geometry (same formula, charge and spin) ... 13.4 kJ/mol
Net charge ... +2
Expectation value of S² ... 2.0188
Spin multiplicity ... 3
Electronic energy ... -1735.29354 Eh

=====

Entry 5:
Below is the ion C6H9N4S with charge +1 at a distorted geometry, with properties calculated with wB97M-V/def2-TZVPD.

Structure (XYZ):
```
20
C6H9N4S (wB97M-V/def2-TZVPD)
C -0.76269 -1.80063 0.59827
C -0.85469 -2.61518 2.63241
C -0.28485 -0.75509 1.29682
C 1.92171 0.04978 0.29984
C -0.48010 0.83622 -0.53010
C 0.34161 0.48198 0.59681
N -1.10943 -2.87498 1.42424
N 2.36783 0.11684 -0.88563
N -0.08855 0.58259 -1.77814
N -1.59674 1.50720 -0.38414
S -0.21137 -0.99579 2.99799
H -0.78959 -1.81089 -0.51880
H -0.98306 -3.27600 3.37830
H 2.45298 -0.18233 1.27638
H 0.49747 1.40244 1.36034
H 3.39971 -0.19270 -0.94550
H 0.92382 0.38197 -1.87461
H -0.83670 0.74905 -2.52034
H -2.08939 1.70463 0.55242
H -2.32030 1.44719 -1.21190
```

Output
Energy relative to the best compared isomer or geometry (same formula, charge and spin) ... 124.5 kJ/mol
Net charge ... +1
Electronic energy ... -850.96530 Eh

=====

Entry 6:
Below is a cluster of 7 separate species, C22H44Cl4O5 in total at a distorted geometry, with properties calculated with wB97M-V/def2-TZVPD.

Structure (XYZ):
```
75
C22H44Cl4O5 (wB97M-V/def2-TZVPD)
C 3.33611 0.43216 1.59661
Cl 2.23082 -0.23536 2.76911
Cl 4.19572 -0.80151 0.61488
H 2.75560 0.96496 0.87025
H 4.09956 1.08959 2.00471
C 4.30099 0.46191 -3.20793
Cl 3.44550 1.28837 -4.51002
Cl 5.50903 -0.69330 -3.84954
H 4.85056 1.25122 -2.61126
H 3.59305 -0.09869 -2.55953
C 0.32780 -3.57272 2.28495
C 1.38683 -4.09133 1.33937
C 1.72014 -5.44180 1.95822
O 0.48671 -5.94099 2.47689
C -0.42850 -4.86112 2.64402
H -0.28977 -2.72730 1.95409
H 0.81527 -3.18207 3.21642
H 2.33753 -3.52318 1.41581
H 1.02737 -4.13754 0.30060
H 2.48993 -5.37885 2.79803
H 2.07449 -6.20790 1.25580
H -0.77352 -4.85921 3.71327
H -1.39988 -5.04613 2.08280
C -3.59561 3.54633 0.22581
C -3.33333 5.01354 -0.28240
C -3.83336 5.00259 -1.70528
O -3.58956 3.63168 -2.15844
C -4.08981 2.81007 -1.05747
H -4.29291 3.53910 1.03895
H -2.67702 3.08175 0.51479
H -2.25255 5.30266 -0.21227
H -3.86389 5.70327 0.33152
H -3.22782 5.64887 -2.34123
H -4.88745 5.20897 -1.77246
H -3.67761 1.81500 -1.05892
H -5.14925 2.80100 -1.24591
C 1.69901 -3.25852 -3.06866
C 2.76811 -3.07628 -4.21340
C 1.86129 -3.44172 -5.43848
O 1.00191 -4.47696 -4.98636
C 0.74819 -4.34610 -3.59381
H 1.09825 -2.38134 -2.90528
H 2.18681 -3.37175 -2.11145
H 3.56889 -3.81581 -4.18895
H 3.19932 -2.09555 -4.23269
H 2.42643 -3.85089 -6.28556
H 1.31302 -2.52610 -5.75744
H 0.92722 -5.27047 -3.02035
H -0.28752 -4.02650 -3.38992
C -1.74285 4.54749 3.22497
C -1.27608 3.07757 3.25251
C -0.02126 3.20465 4.21433
O -0.27582 4.40782 5.01490
C -1.61909 4.81939 4.70274
H -2.78486 4.66284 2.87305
H -1.10754 5.12917 2.54755
H -1.06254 2.66347 2.28293
H -1.94020 2.40054 3.82113
H 0.80931 3.38757 3.52687
H 0.11853 2.38487 4.94811
H -1.68087 5.84385 4.96365
H -2.30568 4.35040 5.41604
C -0.38840 0.87629 -0.43642
C 0.27320 -0.35101 -1.22990
C -0.74673 -1.44804 -0.95008
O -1.22990 -1.20239 0.34657
C -1.28065 0.16379 0.57364
H -0.95196 1.53341 -1.08019
H 0.43681 1.48864 0.01288
H 1.25373 -0.60584 -0.80253
H 0.43176 -0.06799 -2.28692
H -0.33596 -2.46697 -0.97187
H -1.50325 -1.38424 -1.73986
H -0.87982 0.25807 1.58430
H -2.32196 0.47061 0.54976
```

Output
Energy relative to the best compared isomer or geometry (same formula, charge and spin) ... 0.0 kJ/mol
Net charge ... 0
Electronic energy ... -3081.47442 Eh

=====

What did the first record say?
Below is a structure of composition C5H7AgO4 at a distorted geometry, with properties calculated with wB97M-V/def2-TZVPD.

Structure (XYZ):
```
17
C5H7AgO4 (wB97M-V/def2-TZVPD)
H -1.66241 2.79614 -0.51546
Ag -0.31235 2.89827 2.27384
O -0.00186 3.42447 0.17494
O -0.17194 1.60885 -1.26140
C 0.47390 0.41520 -0.79164
C -0.37357 -0.03549 0.39454
O -0.81335 1.47611 0.89659
C -0.66482 2.31462 -0.21796
H 0.46658 -0.29975 -1.61847
H 1.49669 0.67017 -0.48162
H 0.22155 -0.34118 1.25958
H -1.36315 -0.40120 0.09825
H -0.68050 -2.97735 0.66618
O 2.39834 -3.28310 0.27604
C 0.02258 -2.63543 -0.09702
C 1.29395 -3.02468 0.07479
H -0.32961 -2.60564 -1.13119
```

Output
Energy relative to the best compared isomer or geometry (same formula, charge and spin) ... 0.0 kJ/mol
Net charge ... +2
Expectation value of S² ... 2.0178
Spin multiplicity ... 3
Electronic energy ... -641.71398 Eh

=====

Which of these has the lowest electronic energy? C22H44Cl4O5

=====

What is the formula in the sixth record? C22H44Cl4O5